# 1
Computed, not measured: C17H22MnN4S as an isolated structure, with the ωB97M-V functional and the def2-TZVPD basis.

```
45
Properties=species:S:1:pos:R:3:forces:R:3:lowdin_charge:R:1
Mn -0.016 0.107 0.670 -0.18 -0.36 0.17 0.718
C -1.368 -0.124 2.643 0.15 0.07 -0.19 -0.250
C -0.798 1.190 2.529 -0.04 -0.04 0.10 -0.251
C 0.644 1.087 2.699 0.01 0.03 -0.22 -0.261
C 0.958 -0.257 2.786 -0.16 -0.04 0.11 -0.234
C -0.308 -1.019 2.782 0.20 0.17 -0.04 -0.228
C -0.405 -2.473 3.078 -0.07 -0.04 0.02 -0.013
C 2.314 -0.868 2.928 0.03 0.04 0.06 -0.013
C 1.576 2.256 2.706 0.04 0.00 0.10 -0.007
C -1.545 2.476 2.473 0.02 0.04 0.04 -0.030
C -2.828 -0.458 2.667 -0.07 -0.04 0.00 -0.009
H -0.340 -2.625 4.159 0.03 0.01 0.00 0.111
H 0.404 -3.046 2.624 0.01 0.00 -0.02 0.080
H -1.356 -2.892 2.752 0.00 0.01 0.01 0.080
H 2.603 -0.927 3.980 -0.01 -0.01 0.00 0.103
H 3.071 -0.281 2.409 0.00 0.01 0.01 0.084
H 2.341 -1.882 2.530 -0.01 -0.01 -0.03 0.075
H 1.594 2.773 1.745 -0.03 0.01 -0.01 0.062
H 2.591 1.946 2.947 0.00 -0.01 -0.02 0.087
H 1.265 2.983 3.458 0.00 -0.01 0.02 0.098
H -1.705 2.844 3.492 0.00 -0.01 0.00 0.111
H -2.521 2.367 2.006 0.00 0.00 -0.02 0.085
H -0.982 3.234 1.931 0.00 0.00 -0.01 0.068
H -3.124 -0.821 3.653 0.01 0.01 0.01 0.100
H -3.091 -1.235 1.947 0.01 -0.01 0.02 0.074
H -3.440 0.413 2.444 0.01 0.01 -0.01 0.079
N 2.365 3.111 -1.168 0.07 -0.06 -0.08 0.098
C 1.753 1.957 -0.866 0.04 0.20 0.28 -0.820
S 0.010 2.059 -0.638 0.00 -0.11 -0.07 0.682
N 2.518 0.894 -0.743 0.06 -0.04 -0.09 0.017
N 1.790 -0.196 -0.403 -0.03 0.04 -0.09 -0.123
C 2.204 -1.373 -0.653 -0.02 0.05 0.00 -0.047
C 1.239 -2.458 -0.430 0.00 -0.07 0.01 -0.245
C 1.565 -3.782 -0.685 -0.09 0.03 0.02 0.005
C 0.573 -4.747 -0.587 0.04 0.02 -0.01 -0.025
C -0.711 -4.357 -0.249 -0.02 0.02 0.00 -0.028
C -0.947 -3.017 0.014 -0.02 0.01 0.02 -0.120
N -0.003 -2.084 -0.059 0.05 0.07 -0.07 0.057
H 1.834 3.946 -1.335 -0.03 -0.02 -0.02 0.094
H 3.348 3.093 -1.387 0.00 0.02 -0.01 0.115
H 3.168 -1.569 -1.114 0.02 0.04 0.00 0.140
H 2.574 -4.043 -0.972 0.02 0.02 0.00 0.124
H 0.802 -5.784 -0.788 -0.01 -0.01 0.00 0.122
H -1.521 -5.069 -0.187 0.00 -0.01 0.00 0.118
H -1.937 -2.676 0.293 0.00 -0.01 0.00 0.115
```
Positions in Å, forces in eV/Å.

As for the spin multiplicity: 5. For the HOMO energy (spin up / spin down), the calculation gives -0.4075 / -0.4203 Eh. For the largest force on an atom, the calculation gives 0.4 eV Å⁻¹. As for the charge: +1. For the energy relative to the best compared isomer or geometry (same formula, charge and spin), the calculation gives 0.00 kcal per mole. The calculation puts the gap between HOMO and LUMO (spin up / spin down) at 6.480 / 7.682 eV.



# 2
Computed, not measured: an isolated molecule of C17H22N2O2, with the ωB97M-V functional and the def2-TZVPD basis.

```
43
Properties=species:S:1:pos:R:3:forces:R:3:lowdin_charge:R:1
C 2.987 -1.920 2.172 0.10 -0.03 0.19 0.006
C 2.085 -1.324 1.415 0.03 0.08 -0.18 -0.186
C 2.056 -1.389 -0.082 -0.04 0.07 0.03 -0.142
C 0.733 -1.937 -0.554 0.00 0.17 -0.16 -0.149
C 0.401 -3.254 -0.293 -0.17 0.18 -0.15 0.008
C -0.815 -3.800 -0.685 -0.08 0.00 -0.03 -0.278
C -1.130 -5.236 -0.393 0.06 0.00 -0.02 -0.053
C -1.711 -2.982 -1.352 0.12 -0.08 0.08 -0.042
C -1.406 -1.658 -1.625 0.00 0.33 -0.10 -0.011
C -0.187 -1.126 -1.233 0.04 -0.17 0.09 -0.213
O 0.199 0.172 -1.462 0.14 -0.21 0.09 -0.085
C -0.672 1.029 -2.165 0.01 0.49 -0.25 -0.171
C 0.034 2.374 -2.379 -0.19 -0.44 -0.10 -0.177
O 0.035 3.236 -1.272 -0.16 0.04 0.19 -0.125
C 0.974 2.970 -0.255 0.11 -0.13 0.30 -0.172
C 0.389 2.180 0.930 0.36 0.10 -0.61 -0.109
N -0.601 2.945 1.632 -0.18 0.08 0.20 -0.090
C -1.911 3.106 1.278 -0.35 0.01 -0.07 -0.073
C -2.445 3.971 2.188 -0.08 -0.16 -0.22 -0.160
N -1.496 4.346 3.085 0.14 0.36 0.47 0.049
C -0.409 3.724 2.723 0.11 0.02 0.14 -0.188
H 2.966 -1.851 3.246 -0.06 0.04 0.20 0.051
H 3.791 -2.499 1.748 0.14 -0.12 -0.16 0.056
H 1.283 -0.754 1.866 -0.10 0.07 0.14 0.100
H 2.868 -2.027 -0.437 0.03 0.07 -0.02 0.123
H 2.193 -0.387 -0.494 0.10 -0.08 -0.03 0.108
H 1.115 -3.870 0.235 0.11 -0.08 0.10 0.128
H -0.491 -5.890 -0.986 -0.01 -0.11 -0.01 0.082
H -0.952 -5.460 0.658 -0.03 -0.08 0.06 0.080
H -2.167 -5.462 -0.629 -0.06 -0.07 0.01 0.073
H -2.668 -3.374 -1.667 -0.10 -0.05 -0.02 0.111
H -2.133 -1.053 -2.144 -0.04 0.08 -0.04 0.103
H -0.914 0.603 -3.147 -0.01 0.01 0.09 0.134
H -1.604 1.187 -1.605 0.04 -0.04 -0.06 0.130
H -0.500 2.921 -3.160 0.07 -0.13 -0.01 0.131
H 1.061 2.175 -2.716 -0.08 0.03 -0.04 0.133
H 1.836 2.425 -0.658 -0.01 0.03 0.01 0.123
H 1.307 3.949 0.108 0.04 -0.15 0.01 0.132
H 1.203 1.940 1.621 -0.08 -0.03 -0.03 0.129
H -0.056 1.251 0.570 0.10 0.06 0.12 0.118
H -2.337 2.609 0.432 -0.05 -0.11 -0.18 0.105
H -3.447 4.344 2.258 -0.23 0.02 -0.07 0.090
H 0.535 3.796 3.226 0.27 -0.06 0.05 0.121
```
Positions in Å, forces in eV/Å.

As for the SMILES: C=CCc1cc(C)ccc1OCCOCCn1ccnc1. For the HOMO energy, the calculation gives -0.3143 Eh. For the largest force on an atom, the calculation gives 0.7 eV Å⁻¹. For the energy relative to the best compared isomer or geometry (same formula, charge and spin), the calculation gives 81.25 kcal per mole. The calculation puts the gap between HOMO and LUMO at 9.280 eV.



# 3
Computed, not measured: an isolated molecule of C17H22N2O3S, with the ωB97M-V functional and the def2-TZVPD basis.

```
45
Properties=species:S:1:pos:R:3:forces:R:3:lowdin_charge:R:1
C -6.305 -1.603 -0.052 0.11 0.17 0.17 -0.115
C -5.033 -1.202 0.684 0.02 -0.26 -0.25 -0.278
C -3.812 -1.937 0.132 0.07 0.21 0.36 -0.200
C -2.531 -1.636 0.913 -0.03 -0.38 -0.27 -0.178
N -2.104 -0.266 0.756 -0.35 0.11 0.15 0.075
C -0.965 0.082 0.127 -0.12 0.00 0.16 -0.407
O -0.176 -0.765 -0.287 0.10 -0.11 -0.09 0.037
C -0.724 1.545 0.011 0.18 0.30 -0.12 -0.066
C -1.793 2.433 -0.100 0.12 -0.02 0.00 -0.042
C -1.587 3.796 -0.179 -0.11 0.12 0.02 -0.088
C -0.295 4.295 -0.138 -0.15 -0.15 -0.02 -0.067
C 0.783 3.438 -0.055 0.19 0.09 -0.01 0.005
C 0.591 2.057 -0.003 -0.27 0.24 -0.03 -0.141
N 1.649 1.166 0.030 -0.05 -0.42 0.03 0.147
C 2.987 1.421 0.152 -0.24 -0.15 -0.20 -0.497
O 3.472 2.516 0.339 0.04 0.20 0.08 0.055
C 3.817 0.190 0.092 0.76 -0.39 0.27 -0.390
C 3.687 -0.789 -0.819 -0.22 0.18 -0.15 -0.317
C 2.719 -0.757 -1.967 0.14 -0.15 0.06 0.005
O 4.438 -1.927 -0.877 -0.35 0.36 -0.20 -0.052
C 5.265 -2.231 0.219 0.46 -0.24 0.46 -0.249
C 6.157 -1.059 0.603 -0.58 0.29 0.02 -0.425
S 5.115 0.255 1.304 0.25 -0.19 -0.13 0.968
H -7.164 -1.069 0.348 -0.14 0.00 -0.03 0.068
H -6.221 -1.373 -1.112 -0.04 0.00 -0.12 0.073
H -6.486 -2.670 0.052 -0.05 -0.11 -0.02 0.072
H -4.893 -0.123 0.586 0.02 0.07 0.08 0.097
H -5.142 -1.430 1.747 0.04 0.06 0.06 0.109
H -3.662 -1.666 -0.915 0.02 -0.06 -0.07 0.120
H -3.993 -3.012 0.177 -0.02 -0.07 -0.04 0.115
H -2.684 -1.847 1.977 0.05 -0.03 -0.07 0.125
H -1.713 -2.258 0.542 -0.10 0.06 0.17 0.118
H -2.701 0.452 1.132 0.19 0.04 -0.03 0.125
H -2.803 2.053 -0.162 -0.06 -0.05 0.00 0.107
H -2.430 4.464 -0.272 -0.07 0.04 -0.01 0.101
H -0.125 5.360 -0.186 0.04 0.09 -0.01 0.107
H 1.790 3.822 -0.038 0.01 -0.01 0.01 0.102
H 1.354 0.194 -0.062 0.16 0.17 0.02 0.099
H 1.775 -1.226 -1.690 -0.05 -0.01 -0.05 0.075
H 2.526 0.259 -2.296 -0.05 0.01 -0.04 0.093
H 3.151 -1.330 -2.784 0.03 0.02 -0.08 0.091
H 5.864 -3.088 -0.105 -0.09 0.08 0.04 0.128
H 4.655 -2.525 1.084 0.08 0.01 -0.14 0.129
H 6.874 -1.342 1.370 0.03 -0.03 0.00 0.078
H 6.676 -0.671 -0.273 0.07 -0.09 0.02 0.088
```
Positions in Å, forces in eV/Å.

As for the SMILES: CCCCNC(=O)c1ccccc1NC(=O)C1=C(C)OCCS1. For the HOMO energy, the calculation gives -0.2842 Eh. For the largest force on an atom, the calculation gives 0.9 eV Å⁻¹. For the energy relative to the best compared isomer or geometry (same formula, charge and spin), the calculation gives 6.06 kcal per mole. The calculation puts the gap between HOMO and LUMO at 8.354 eV.



> Which of these has the highest energy relative to the best compared isomer or geometry (same formula, charge and spin)?

C17H22N2O2